No. 1
{"formula": "C13H19ClErOSi", "method": "ωB97M-V with the def2-TZVPD basis set", "symbols": ["C", "C", "C", "H", "C", "C", "H", "H", "H", "H", "Er", "Cl", "C", "C", "C", "H", "C", "C", "H", "H", "H", "H", "C", "Si", "C", "C", "O", "H", "H", "H", "H", "H", "H", "H", "H", "H"], "xyz": [[-0.959470, 1.239240, 1.647337], [-1.599089, 1.783944, 0.485525], [-0.606397, 2.421216, -0.313956], [-2.671847, 1.759954, 0.309884], [0.656310, 2.297341, 0.364869], [0.423985, 1.621292, 1.597629], [1.156463, 1.478897, 2.403210], [-1.456200, 0.694698, 2.459970], [-0.817096, 2.982613, -1.223153], [1.632054, 2.644677, 0.016801], [-0.048906, -0.021023, -0.296739], [-2.046942, -0.799093, -1.465189], [-1.707173, 0.238622, -4.768607], [-0.778278, 1.301782, -4.993555], [-1.410297, 2.526684, -4.613950], [0.221338, 1.200142, -5.415151], [-2.730883, 2.220335, -4.158305], [-2.911552, 0.806480, -4.249469], [-3.813918, 0.257294, -3.986205], [-1.541565, -0.815955, -4.981104], [-0.977080, 3.524832, -4.692110], [-3.481219, 2.942460, -3.832827], [0.494505, -1.603788, 3.786146], [1.568523, -2.052609, 2.291670], [3.324763, -1.551265, 2.897186], [1.728171, -3.930838, 2.099904], [1.087774, -1.237882, 0.961388], [0.923793, -2.135713, 4.647397], [-0.556256, -1.911382, 3.706623], [0.488914, -0.534646, 4.040589], [3.665056, -2.215489, 3.710747], [4.037190, -1.680399, 2.067720], [3.357704, -0.515140, 3.276691], [0.758163, -4.440731, 1.997674], [2.352618, -4.143902, 1.224082], [2.236842, -4.352652, 2.997281]], "atomic_forces_ev_per_a": [[0.3248, 0.9092, 0.0085], [0.4993, 0.5308, 0.5070], [-0.2927, 0.2752, 0.6803], [0.4196, -0.1567, -0.2647], [-0.5412, 0.0868, 0.4568], [-0.4067, 0.2152, 0.0839], [-0.3232, -0.2737, -0.6592], [0.3067, 0.2939, -0.4335], [0.1738, -0.4408, 0.0263], [-0.4408, 0.0398, 0.1090], [0.2194, -0.8677, -0.4194], [-0.0343, -0.5468, 0.2341], [-0.3630, 0.8851, 0.1472], [-0.6498, 0.0408, 0.4218], [-0.3462, -0.5921, 0.1393], [-0.1904, 0.0292, 0.0697], [0.5900, -0.5856, -0.2794], [0.7924, 0.4558, -0.4901], [0.2144, 0.1157, -0.0086], [0.0029, 0.1908, 0.0880], [-0.0856, -0.2363, 0.0135], [0.2058, -0.1747, -0.0425], [-0.2257, -0.2953, 0.0916], [0.5610, 0.6039, 0.5978], [-0.2353, -0.0839, -0.2960], [-0.2004, 0.0278, 0.3493], [0.1825, -0.7577, 0.0566], [-0.1207, 0.0856, -0.0484], [0.1621, -0.0215, -0.0679], [0.1676, -0.1864, -0.2373], [-0.2273, 0.1926, -0.2344], [-0.0522, 0.2388, 0.2356], [0.0638, -0.3316, -0.2824], [0.3026, 0.1087, -0.1115], [-0.1529, -0.0788, 0.1072], [-0.3003, 0.3040, -0.5482]], "gap_ev": [4.61, 4.64], "charge": -1, "homo_ha": [-0.09428, -0.09429], "fmax_ev_per_a": 1.04, "e_lumo_ev": [2.0, 2.1], "multiplicity": 4, "molar_mass_g_mol": 422.09, "e_above_lowest_kcal_mol": 31.0, "s2": 3.7534, "energy_ha": -2346.8778}

No. 2
{"formula": "C13H13F3N3O4SeSm", "method": "ωB97M-V with the def2-TZVPD basis set", "symbols": ["Sm", "C", "N", "C", "C", "N", "C", "H", "H", "H", "H", "H", "H", "C", "C", "C", "C", "C", "C", "C", "H", "H", "H", "H", "H", "H", "H", "F", "C", "F", "F", "O", "Se", "O", "O", "O", "N", "C"], "xyz": [[0.755652, 0.804678, 1.246497], [-4.731649, 1.630303, -0.040718], [-3.682154, 0.760652, 0.427378], [-3.683242, -0.615029, 0.463043], [-2.430803, -0.981470, 0.848508], [-1.667442, 0.136190, 1.031163], [-2.445062, 1.156997, 0.786291], [-5.539764, 1.032701, -0.456847], [-4.346744, 2.283663, -0.823683], [-5.128448, 2.239692, 0.773179], [-4.554714, -1.193714, 0.209248], [-2.021811, -1.962912, 1.016352], [-2.150411, 2.191176, 0.844403], [2.965165, -0.573120, 0.649766], [2.906723, -1.114552, -0.691210], [2.580947, -2.463308, -0.960269], [2.511243, -2.959265, -2.249421], [2.760789, -2.142274, -3.347156], [3.069669, -0.804366, -3.110886], [3.143519, -0.305412, -1.827785], [3.720000, 0.211780, 0.735956], [3.119322, -1.344442, 1.408001], [2.366661, -3.117182, -0.119898], [2.258590, -4.003705, -2.410741], [2.706100, -2.533331, -4.356660], [3.231643, -0.138802, -3.952840], [3.355411, 0.746738, -1.665293], [-0.115098, 2.013714, -0.854420], [-0.267982, 0.948242, -1.862530], [0.076104, -0.164511, -0.998382], [-1.668174, 0.834236, -1.874289], [-2.013464, 0.095927, 3.896945], [-0.473920, 0.570452, 3.787067], [0.444880, -0.542550, 2.959257], [-0.351948, 1.936115, 2.843420], [0.149610, 0.825553, 5.249582], [2.916436, 3.738934, 1.246252], [2.234366, 2.802204, 1.180719]], "atomic_forces_ev_per_a": [[1.4172, -0.4493, -2.8001], [-0.0457, 0.0969, 0.0316], [0.0882, 0.0548, 0.0402], [0.0272, -0.1934, -0.0302], [0.0485, 0.0034, -0.0751], [-0.4070, 0.2233, 0.0183], [-0.1714, -0.1273, -0.0152], [0.0153, -0.0399, 0.0121], [-0.0153, -0.0098, -0.0085], [-0.0040, -0.0163, -0.0050], [-0.0091, 0.0373, 0.0199], [-0.0545, -0.0136, -0.0251], [-0.0308, 0.0260, -0.0084], [-0.2218, -0.0018, 0.0735], [0.1374, -0.1032, -0.1979], [-0.0405, 0.0994, 0.1026], [0.0024, -0.0244, -0.1093], [0.0276, -0.0230, 0.0116], [-0.0245, -0.0401, -0.1101], [-0.0034, -0.0205, 0.1759], [-0.0849, 0.0938, 0.0935], [-0.0433, 0.0335, 0.0594], [0.0321, -0.0129, -0.0060], [-0.0117, -0.0003, 0.0446], [-0.0263, 0.0126, 0.0031], [0.0184, 0.0226, 0.0310], [0.0206, -0.0047, -0.0407], [-0.0889, -0.0352, 0.2535], [-0.0849, 0.0501, -0.5513], [0.0175, 0.0155, -0.0782], [0.1630, 0.0034, 0.0282], [-0.1841, -0.1103, -0.1852], [-1.6851, -0.1703, 3.1233], [0.2727, -0.4465, 0.1412], [0.1374, 0.3063, -0.0937], [0.3962, 0.1236, 0.0387], [0.0476, 0.0200, -0.0644], [0.3684, 0.6201, 0.1021]], "gap_ev": [5.57, 5.55], "charge": -2, "homo_ha": [-0.04043, -0.03950], "fmax_ev_per_a": 3.55, "e_lumo_ev": [4.5, 4.5], "multiplicity": 6, "molar_mass_g_mol": 561.58, "e_above_lowest_kcal_mol": 5.9, "s2": 8.7591, "energy_ha": -4327.3892}